{
  "formula": "C23H41ClDyP2",
  "method": "ωB97M-V/def2-TZVPD",
  "symbols": ["H", "H", "C", "H", "H", "H", "P", "C", "C", "H", "H", "H", "H", "C", "H", "H", "H", "Cl", "C", "H", "H", "H", "H", "H", "H", "H", "C", "H", "C", "H", "C", "P", "H", "C", "H", "H", "H", "H", "C", "H", "C", "C", "H", "C", "H", "C", "C", "C", "H", "C", "C", "C", "C", "H", "H", "H", "H", "H", "H", "C", "H", "C", "H", "H", "H", "C", "Dy", "H"],
  "positions_angstrom": [[6.465, 2.206, -0.739], [7.094, -0.312, -2.430], [-1.277, 2.070, 1.053], [-3.463, 0.061, -1.620], [2.994, -2.713, 3.209], [4.589, 4.064, 1.884], [4.344, 2.220, 0.452], [-0.441, -1.566, 0.481], [3.613, 0.748, 1.331], [8.400, 0.041, 1.055], [-0.782, -2.063, -0.438], [-0.127, 1.490, 3.439], [-3.621, 2.108, -1.436], [-1.205, 3.423, 1.668], [3.635, -1.104, -1.548], [4.959, -1.664, 3.307], [2.569, 0.596, -0.676], [0.927, 2.003, -2.885], [-2.409, -0.263, -1.630], [-3.361, 3.376, -0.222], [-2.203, 3.890, 1.647], [8.363, -0.740, -1.222], [7.058, -1.880, -1.591], [5.256, 2.656, 2.702], [1.873, -0.424, 0.691], [7.069, 0.736, 2.020], [5.606, 1.509, -0.644], [-2.409, -1.355, -1.488], [3.077, -2.082, 2.310], [2.863, 2.918, -1.432], [3.377, 3.353, -0.548], [6.259, -0.124, -0.130], [-0.510, 4.103, 1.129], [7.290, -0.810, -1.467], [7.252, -1.020, 1.887], [5.175, 1.381, -1.661], [6.208, 3.478, 1.404], [2.516, -3.980, 1.336], [0.180, 0.712, 2.725], [-2.323, 3.298, -1.669], [-2.850, 2.695, -0.915], [2.879, -2.969, 1.121], [-0.943, -2.014, 1.355], [7.343, -0.073, 1.333], [2.952, 1.248, 2.071], [-0.589, 0.871, 1.461], [-1.630, 0.458, -0.583], [2.809, -0.047, 0.230], [-2.000, -0.045, -2.628], [5.196, 3.163, 1.727], [4.499, -1.445, 2.332], [-0.770, -0.113, 0.411], [-1.904, 1.800, -0.206], [5.142, -2.052, 1.674], [1.274, 0.828, 2.599], [2.288, -1.326, 2.452], [0.029, -0.291, 3.160], [4.105, 4.068, -0.970], [-0.857, 3.380, 2.710], [4.648, -0.020, 2.059], [3.173, -3.284, -0.964], [3.198, -2.590, -0.124], [0.632, -1.790, 0.556], [4.743, -1.047, -0.104], [2.680, 3.938, 0.073], [3.638, -1.202, -0.439], [0.689, 1.790, -0.471], [5.259, 0.522, 2.802]],
  "mulliken_charge": [0.643, 0.407, 0.022, 0.369, 0.581, 0.497, 1.334, -1.238, 1.356, 0.450, 0.317, 0.480, 0.323, -1.260, 0.685, 0.469, 0.784, -0.492, -1.663, 0.345, 0.354, 0.426, 0.370, 0.354, -2.257, 0.342, -1.453, 0.455, -0.728, 0.435, -1.461, 0.958, 0.184, -1.207, 0.410, 0.553, 0.408, 0.481, -1.085, 0.224, -1.445, -0.604, 0.262, -1.364, 0.379, 0.850, 0.071, 1.576, 0.240, -1.415, -1.150, 1.214, 0.761, 0.324, -0.071, -0.105, 0.266, 0.478, 0.376, -1.907, 0.464, -0.708, 0.034, -1.077, 0.456, 0.036, 0.171, 0.713],
  "homo_ev": [-10.0, -9.2],
  "gap_ev": [7.03, 5.62],
  "relative_energy_ev": 3.2741,
  "e_lumo_ha": [-0.1077, -0.1321],
  "charge": 1,
  "multiplicity": 6
}

---

{
  "formula": "C23H41ClN3O5Sn",
  "method": "ωB97M-V/def2-TZVPD",
  "symbols": ["O", "C", "H", "H", "H", "O", "H", "C", "H", "C", "C", "H", "H", "H", "C", "H", "O", "C", "H", "C", "H", "H", "H", "C", "H", "H", "C", "N", "H", "H", "C", "C", "O", "Cl", "C", "H", "H", "N", "C", "N", "H", "C", "H", "H", "C", "H", "H", "H", "H", "C", "H", "H", "H", "H", "H", "H", "H", "H", "C", "H", "C", "H", "Sn", "C", "H", "O", "H", "H", "C", "C", "H", "C", "H", "C"],
  "positions_angstrom": [[0.329, 0.080, -1.872], [-1.957, 0.993, 5.081], [-1.429, 1.353, 5.968], [1.285, 4.673, -3.034], [3.411, 2.805, -2.061], [-0.089, -2.188, -0.058], [1.092, -5.467, -2.554], [0.720, -2.839, -0.808], [-0.095, -0.522, -3.750], [2.817, 0.033, -0.618], [0.498, 2.657, -2.954], [1.554, -2.348, -1.321], [-4.796, 1.467, -3.008], [0.082, 3.746, 3.100], [-0.233, 4.249, 0.368], [-3.427, -1.485, -2.740], [2.066, -0.381, 0.327], [1.575, -4.907, -1.747], [-4.478, 0.039, -1.969], [-0.628, -1.139, 5.027], [0.008, -0.820, 5.866], [-1.843, -2.072, -3.308], [2.088, -5.618, -1.090], [3.799, 1.790, -1.916], [1.643, 3.554, 2.269], [-2.119, -1.753, -1.587], [-0.457, -4.904, -0.303], [0.581, -4.141, -1.000], [0.809, 2.140, 2.949], [-0.664, 3.227, -6.625], [-4.143, 1.058, -2.216], [0.752, 3.886, -3.584], [0.465, 1.961, 0.280], [-2.438, -0.070, 0.503], [-0.499, 1.828, -4.995], [-1.479, -1.703, 5.438], [3.006, -0.621, -1.482], [3.355, 1.249, -0.641], [-0.425, 0.255, -3.032], [-1.129, 0.044, 4.326], [4.895, 1.809, -1.960], [-0.316, 3.072, -5.602], [-2.908, 0.548, 5.393], [4.677, 2.256, 0.627], [0.327, 4.105, -4.903], [-0.055, -1.759, 4.329], [-1.414, 1.154, 2.641], [0.494, 5.071, -5.382], [3.302, 1.442, 1.450], [-1.910, 0.018, -2.787], [2.306, -4.211, -2.169], [-2.329, 2.086, -2.856], [-0.982, 1.003, -5.522], [0.757, 2.507, -1.901], [0.746, 4.671, 0.099], [-0.820, 4.106, -0.544], [-1.138, 2.644, 1.355], [-0.025, -5.429, 0.562], [-0.862, 0.300, 3.061], [-0.857, -5.655, -0.995], [-0.102, 2.946, 1.127], [-0.758, 4.965, 1.011], [-0.073, -0.009, 0.149], [-2.716, 1.090, -2.638], [-4.287, 1.698, -1.336], [-0.024, -0.362, 2.353], [-1.247, -4.225, 0.033], [3.050, 2.977, 0.535], [-2.345, -1.398, -2.600], [0.656, 3.094, 2.432], [3.412, 1.134, -2.703], [3.603, 2.027, 0.574], [-2.166, 1.849, 4.431], [-0.106, 1.613, -3.668]],
  "mulliken_charge": [0.852, -1.303, 0.422, 0.363, 0.279, -0.519, 0.363, 1.412, 0.303, -1.352, 0.966, -0.391, 0.417, 0.417, -1.739, 0.487, -0.200, -1.190, 0.288, -1.271, 0.355, 0.409, 0.359, -1.142, 0.304, 0.023, -1.371, 1.096, 0.189, 0.358, -1.488, -1.059, -0.091, -0.205, -0.252, 0.377, 0.172, 1.163, 0.554, 0.520, 0.357, -0.716, 0.438, 0.488, -0.490, 0.149, 0.027, 0.374, 0.059, 0.141, 0.190, 0.316, 0.368, 0.598, 0.254, 0.301, -0.007, 0.330, 2.280, 0.423, 0.912, 0.398, -2.784, 0.323, 0.219, -0.690, 0.180, 0.079, -1.435, -1.409, 0.306, -0.880, 0.108, -1.078],
  "homo_ev": [0.5, -0.5],
  "gap_ev": [2.19, 3.13],
  "e_lumo_ha": [0.0987, 0.0951],
  "charge": -1
}

---

{
  "formula": "C23H41FN2O8P2",
  "method": "ωB97M-V/def2-TZVPD",
  "symbols": ["H", "H", "F", "H", "O", "H", "C", "H", "O", "H", "H", "H", "C", "P", "C", "N", "H", "H", "H", "H", "C", "H", "H", "C", "C", "H", "H", "O", "O", "H", "C", "O", "H", "N", "C", "C", "H", "C", "C", "H", "H", "H", "C", "H", "H", "H", "H", "C", "H", "C", "H", "C", "H", "H", "H", "H", "H", "H", "H", "H", "C", "H", "C", "C", "C", "H", "O", "P", "C", "O", "H", "O", "H", "C", "C", "H", "C"],
  "positions_angstrom": [[0.214, 8.082, 3.169], [-0.580, -0.716, -6.826], [0.560, -4.352, -1.735], [1.447, 8.481, 5.304], [-0.985, -4.601, -6.155], [-3.517, -4.987, -5.317], [2.422, -3.578, 1.230], [-3.121, 9.123, 4.635], [-1.430, -4.399, -8.370], [0.183, 1.569, 2.848], [-2.361, -3.436, -11.454], [3.124, -5.077, 2.854], [2.675, -4.082, 2.631], [-0.081, 6.233, 5.686], [2.316, -3.230, 3.740], [1.341, -1.161, 4.661], [-3.558, 6.844, 5.412], [2.954, -4.050, -0.915], [-3.276, -3.933, -9.213], [1.704, -1.908, -0.037], [1.450, -1.375, 2.164], [-0.641, -1.805, -4.606], [-1.361, -2.550, -10.288], [-2.303, -4.340, -9.493], [0.327, -1.558, -5.054], [3.784, -5.051, 0.435], [1.304, 4.640, 7.470], [0.272, 4.625, 5.660], [-2.301, -2.238, -7.865], [1.028, -2.351, -4.787], [0.752, 3.957, 6.822], [-0.292, 6.377, 7.177], [1.462, 3.193, 6.491], [0.896, -0.146, 1.832], [-2.539, 7.228, 5.499], [1.680, -5.692, 0.037], [-2.409, 7.580, 6.526], [-1.667, -3.544, -10.617], [-0.396, 3.289, 7.557], [0.880, -5.403, 0.783], [2.485, 8.872, 3.927], [1.140, -1.065, -6.975], [0.609, 0.535, 2.974], [0.508, 0.717, 5.216], [2.484, -3.609, 4.784], [1.521, 7.058, 2.597], [1.642, -6.127, -2.145], [1.965, 8.058, 4.434], [2.046, -6.705, 0.346], [0.988, 7.382, 3.494], [-0.767, -4.049, -10.975], [0.801, 0.050, 4.367], [-1.193, 3.994, 7.796], [-3.228, -4.590, -3.609], [-1.374, 8.847, 4.671], [-3.113, -3.334, -4.848], [0.671, -0.619, -4.615], [-0.824, -4.067, -4.165], [-0.841, 2.510, 6.933], [-1.256, -5.737, -4.490], [-1.437, -4.706, -4.805], [0.044, -6.342, -1.293], [1.853, -2.272, 1.015], [0.956, -5.688, -1.368], [0.199, -1.436, -6.561], [-2.474, -5.366, -9.827], [-0.049, -2.697, -7.163], [-1.574, -3.336, -7.121], [2.830, -4.570, 0.066], [-1.664, 6.146, 5.218], [-0.045, 2.833, 8.486], [0.374, 6.220, 4.050], [2.703, 7.344, 4.807], [-2.345, 8.365, 4.513], [1.688, -1.879, 3.524], [-2.369, 7.996, 3.486], [-2.909, -4.390, -4.633]],
  "mulliken_charge": [0.213, 0.285, -0.294, 0.370, -0.331, 0.339, 0.548, 0.425, -0.357, 0.417, 0.362, 0.315, -0.433, 1.051, -0.607, -0.589, 0.342, 0.441, 0.322, 0.332, 0.399, 0.207, 0.276, -0.319, -0.955, 0.367, 0.360, -0.369, -0.745, 0.228, -0.396, -0.741, 0.398, -0.581, -0.335, -0.550, 0.277, -1.052, -1.099, 0.334, 0.388, 0.348, -0.197, 0.412, 0.330, 0.334, 0.299, -1.201, 0.349, -0.179, 0.276, -0.192, 0.335, 0.396, 0.210, 0.372, 0.445, 0.022, 0.250, 0.302, 0.127, 0.311, -0.405, -0.421, -0.362, 0.345, -0.365, 1.114, -0.906, -0.329, 0.374, -0.268, 0.338, -0.984, 0.305, 0.244, -1.273],
  "homo_ev": -8.8,
  "gap_ev": 7.78,
  "e_lumo_ha": -0.0364,
  "charge": 0
}